Record 1
The following is a quantum chemistry calculation of a 2-piece molecular cluster, C18H27N3O4 overall at a distorted geometry, from the OMol25 dataset.

Summary:
HOMO-LUMO gap: 8.6 eV
F_max: 1.6 eV/Å
Charge: 0
Lowest unoccupied orbital energy: 0.7 eV
Spin multiplicity: 1

```
52
C18H27N3O4, DFT wB97M-V/def2-TZVPD
C 1.917 4.226 3.541
N 1.962 4.409 2.089
C 1.113 3.915 1.181
O 1.256 4.210 -0.001
C -0.043 2.997 1.617
C -0.162 1.756 0.716
C -1.137 0.692 1.140
C -1.732 0.581 2.353
N -2.535 -0.540 2.380
C -2.485 -1.229 1.190
C -3.097 -2.410 0.748
C -2.847 -2.858 -0.559
C -1.996 -2.120 -1.401
C -1.378 -0.938 -0.942
C -1.604 -0.461 0.369
N -1.314 3.731 1.591
C -2.020 4.073 2.666
C -3.297 4.841 2.416
O -1.682 3.791 3.809
H 0.912 4.429 3.920
H 2.612 4.915 4.023
H 2.198 3.204 3.800
H 2.686 5.002 1.712
H 0.162 2.641 2.625
H 0.822 1.288 0.653
H -0.431 2.078 -0.291
H -1.594 1.265 3.182
H -3.079 -0.814 3.185
H -3.751 -2.963 1.403
H -3.311 -3.765 -0.920
H -1.820 -2.467 -2.409
H -0.723 -0.384 -1.597
H -1.664 4.005 0.687
H -3.939 4.268 1.750
H -3.055 5.800 1.961
H -3.806 5.004 3.364
C 0.674 -2.871 -4.398
C 1.036 -4.332 -4.147
O 1.788 -4.457 -2.933
C 3.194 -4.198 -3.061
C 3.860 -4.424 -1.706
O 5.274 -4.212 -1.796
H 0.207 -2.438 -3.510
H 1.569 -2.291 -4.641
H -0.024 -2.795 -5.237
H 1.594 -4.732 -5.000
H 0.116 -4.918 -4.049
H 3.366 -3.168 -3.388
H 3.638 -4.873 -3.800
H 3.668 -5.450 -1.376
H 3.429 -3.744 -0.964
H 5.473 -3.272 -1.944
```

=====

Record 2
The following is a quantum chemistry calculation of C18H27N3O6S in the gas phase at a distorted geometry, from the OMol25 dataset.

Summary:
HOMO-LUMO gap: 9.4 eV
F_max: 1.1 eV/Å
Charge: 0
Lowest unoccupied orbital energy: 0.6 eV
Spin multiplicity: 1

```
55
C18H27N3O6S, DFT wB97M-V/def2-TZVPD
C -7.513 -0.669 1.841
O -6.449 -0.702 0.900
C -6.535 -1.623 -0.061
O -7.417 -2.435 -0.143
C -5.385 -1.512 -1.051
N -4.237 -0.808 -0.536
C -3.449 -1.514 0.443
C -4.066 0.490 -0.895
O -4.830 1.052 -1.657
C -2.868 1.189 -0.333
C -3.049 2.256 0.541
C -1.945 2.943 1.007
C -0.664 2.595 0.610
C -0.478 1.541 -0.279
O 0.714 1.109 -0.768
C 1.929 1.703 -0.333
C 2.337 1.191 1.056
C 2.579 -0.317 0.996
N 3.582 -0.663 0.010
S 5.156 -0.381 0.482
O 5.268 -0.758 1.859
O 5.623 0.921 0.107
N 5.907 -1.494 -0.525
C 7.317 -1.233 -0.725
C 5.606 -2.849 -0.120
C 3.274 -0.180 -1.320
C 3.006 1.325 -1.354
C -1.593 0.840 -0.743
H -8.423 -0.299 1.366
H -7.703 -1.670 2.235
H -7.198 0.005 2.634
H -5.759 -0.938 -1.909
H -5.112 -2.517 -1.386
H -4.090 -1.873 1.252
H -2.694 -0.855 0.862
H -2.957 -2.374 -0.019
H -4.045 2.535 0.845
H -2.076 3.769 1.691
H 0.172 3.160 0.991
H 1.821 2.797 -0.319
H 3.259 1.689 1.357
H 1.557 1.404 1.789
H 2.939 -0.688 1.955
H 1.654 -0.836 0.725
H 7.917 -1.526 0.143
H 7.429 -0.165 -0.893
H 7.658 -1.782 -1.603
H 5.942 -3.535 -0.896
H 6.087 -3.103 0.831
H 4.528 -2.923 -0.002
H 4.130 -0.430 -1.948
H 2.391 -0.721 -1.672
H 3.924 1.856 -1.106
H 2.677 1.614 -2.353
H -1.437 0.031 -1.440
```

=====

Record 3
The following is a quantum chemistry calculation of C18H27N4 as an isolated structure at a distorted geometry, from the OMol25 dataset.

Summary:
HOMO-LUMO gap: 7.3 eV
F_max: 2.8 eV/Å
Charge: +1
Lowest unoccupied orbital energy: -2.8 eV
Spin multiplicity: 1

```
49
C18H27N4, DFT wB97M-V/def2-TZVPD
C 2.465 -5.836 0.252
N 1.675 -4.929 1.029
C 1.729 -5.150 2.447
C 1.118 -3.788 0.519
C 0.785 -3.666 -0.863
C 0.187 -2.507 -1.359
C -0.101 -1.420 -0.503
C -0.848 -0.214 -0.967
C -0.276 1.103 -0.640
C -1.154 2.188 -0.738
C -0.810 3.451 -0.331
C 0.546 3.758 -0.033
N 0.918 5.052 0.255
C 0.025 6.009 0.884
C 2.294 5.505 0.154
C 1.493 2.701 -0.123
C 1.083 1.405 -0.382
C 0.401 -1.460 0.811
C 0.887 -2.662 1.338
H 2.294 -5.716 -0.817
H 3.540 -5.704 0.446
H 2.214 -6.858 0.545
H 0.788 -4.862 2.935
H 1.897 -6.217 2.616
H 2.548 -4.601 2.939
H 0.943 -4.518 -1.522
H -0.099 -2.468 -2.423
H -1.242 -0.294 -1.978
H -2.163 2.001 -1.082
H -1.574 4.226 -0.282
H -1.019 5.714 0.756
H 0.234 6.094 1.967
H 0.184 7.002 0.435
H 2.763 5.117 -0.767
H 2.292 6.608 0.121
H 2.905 5.178 1.019
H 2.551 2.945 0.057
H 1.859 0.633 -0.360
H 0.334 -0.582 1.459
H 1.109 -2.714 2.410
C -4.686 -0.026 -1.819
N -3.660 0.527 -0.949
N -2.649 -0.346 -0.527
H -5.055 0.803 -2.449
H -4.262 -0.812 -2.466
H -5.548 -0.419 -1.243
H -4.043 1.129 -0.222
H -2.674 -1.290 -0.942
H -2.198 -0.089 0.394
```

=====

Record 4
The following is a quantum chemistry calculation of C18H28AsBI2MnN2O3Si2 as an isolated structure, from the OMol25 dataset.

Summary:
HOMO-LUMO gap (alpha / beta): 5.3 / 5.4 eV
F_max: 0.6 eV/Å
Charge: 0
Lowest unoccupied orbital energy (alpha / beta): -1.7 / -1.8 eV
Spin multiplicity: 6

```
58
C18H28AsBI2MnN2O3Si2, DFT wB97M-V/def2-TZVPD
Mn -1.375 -1.035 -0.498
I -2.340 -3.467 -0.698
I -3.063 -5.238 -3.288
C -1.159 -3.997 3.030
Si -0.252 -2.396 3.405
C 1.607 -2.732 3.371
C -0.710 -1.821 5.140
As -0.901 -0.741 1.914
Si 0.779 0.861 2.033
C 2.455 0.310 1.354
C 0.195 2.348 1.037
C 1.056 1.425 3.806
H -0.910 -4.729 3.802
H -0.881 -4.412 2.061
H -2.241 -3.861 3.028
H 1.834 -3.593 4.004
H 2.173 -1.882 3.757
H 1.965 -2.944 2.363
H -0.399 -2.562 5.879
H -1.788 -1.682 5.228
H -0.235 -0.872 5.390
H 2.373 -0.190 0.391
H 2.949 -0.383 2.038
H 3.109 1.177 1.231
H -0.076 2.110 0.005
H 0.972 3.115 1.007
H -0.692 2.777 1.509
H 1.547 0.655 4.403
H 0.112 1.676 4.292
H 1.693 2.312 3.825
O -2.383 0.899 -1.314
B -2.426 -0.222 -2.152
O -2.997 0.063 -3.361
C -3.322 1.407 -3.295
C -3.919 2.189 -4.258
C -4.124 3.525 -3.922
C -3.746 4.040 -2.686
C -3.145 3.241 -1.716
C -2.953 1.926 -2.064
H -4.211 1.785 -5.216
H -4.587 4.183 -4.645
H -3.924 5.084 -2.471
H -2.842 3.623 -0.752
N 3.907 1.578 -3.799
C 2.753 1.576 -3.091
O 2.110 2.585 -2.881
C 2.322 0.262 -2.500
C 3.111 -0.877 -2.410
C 2.594 -2.023 -1.827
C 1.302 -1.993 -1.340
N 0.538 -0.896 -1.425
C 1.033 0.204 -1.990
H 4.184 2.453 -4.211
H 4.372 0.740 -4.090
H 4.132 -0.880 -2.768
H 3.184 -2.923 -1.733
H 0.848 -2.854 -0.863
H 0.395 1.078 -2.038
```